1.
Density functional theory data (ωB97M-V/def2-TZVPD) for the ion H2NO3S with charge -1.

Each line ends with the Mulliken charge.
Positions of all 7 atoms, in Å:
1 N -0.472 -1.028 0.695  -0.47
2 O 1.161 0.240 -1.071  -0.56
3 O -0.760 1.605 -0.758  -0.60
4 O 0.178 0.009 1.241  -0.39
5 S 0.585 1.258 -0.207  0.51
6 H 0.323 -1.523 0.155  0.25
7 H -1.015 -0.561 -0.055  0.27

Values from the calculation:
Calculated total energy (Ha): -679.854360
Energy above the lowest of the compared OMol25 structures with the same formula, charge and spin (eV): 2.488
M (g/mol): 96.09
HOMO energy (eV): -3.8
Charge: -1


2.
Density functional theory data (ωB97M-V/def2-TZVPD) for the ion C6H13N2O with charge +1.

Each line ends with the Mulliken charge.
Positions of all 22 atoms, in Å:
1 C 1.258 1.326 0.563  -0.22
2 C -0.026 0.937 0.046  -0.50
3 C 1.394 3.193 2.309  0.20
4 C -0.984 -2.943 -2.085  -1.15
5 C -1.390 -1.651 -1.232  -0.33
6 C -0.309 -1.509 -0.157  -0.62
7 N 1.338 2.227 1.479  -0.06
8 N -0.445 -0.309 0.615  -0.24
9 O 1.331 4.457 2.247  -0.37
10 H 2.016 0.689 0.398  0.47
11 H -0.731 1.762 0.284  0.30
12 H 0.138 0.840 -1.007  0.35
13 H 1.611 2.929 3.391  0.30
14 H -1.168 -3.863 -1.357  0.28
15 H -1.733 -2.975 -2.901  0.34
16 H 0.063 -2.831 -2.350  0.38
17 H -2.415 -1.792 -1.040  0.37
18 H -1.224 -0.962 -2.081  0.19
19 H -0.508 -2.367 0.508  0.42
20 H 0.718 -1.544 -0.574  0.23
21 H -0.149 -0.488 1.603  0.28
22 H 1.217 4.875 1.342  0.38

Values from the calculation:
Calculated total energy (Ha): -420.809671
Energy above the lowest of the compared OMol25 structures with the same formula, charge and spin (eV): 3.900
M (g/mol): 129.18
SMILES: CCCNCC=[N+]=CO
HOMO energy (eV): -12.9
Charge: +1


3.
Density functional theory data (ωB97M-V/def2-TZVPD) for a structure of composition C40H46BrFeN8O8P2Sb.

Each line ends with the Mulliken charge.
Positions of all 107 atoms, in Å:
1 Fe 0.237 2.440 -1.129  2.20
2 O 3.026 1.524 3.758  -0.80
3 C 3.413 2.699 3.183  0.78
4 C 4.419 3.405 3.837  -0.69
5 C 4.884 4.596 3.314  -0.35
6 C 4.354 5.094 2.132  -1.01
7 C 3.351 4.390 1.490  -0.88
8 C 2.855 3.196 2.003  0.18
9 C 1.804 2.450 1.203  0.79
10 O 1.164 3.258 0.314  -0.46
11 N 0.824 1.829 2.147  -0.18
12 N -0.274 1.447 1.425  0.33
13 C -1.417 1.513 1.970  -1.17
14 C -2.633 1.336 1.181  0.73
15 Br -2.461 1.858 -0.639  -0.24
16 C -3.845 1.000 1.637  -0.97
17 C -4.156 0.502 2.982  0.68
18 C -3.242 -0.205 3.765  -0.21
19 C -3.604 -0.676 5.017  -0.91
20 C -4.886 -0.462 5.502  -0.49
21 C -5.810 0.217 4.722  -0.58
22 C -5.449 0.687 3.471  -0.66
23 H 2.307 1.127 3.237  0.32
24 H 4.821 2.994 4.751  0.45
25 H 5.668 5.134 3.830  0.38
26 H 4.726 6.018 1.712  0.43
27 H 2.922 4.739 0.561  0.46
28 H 2.283 1.595 0.700  -0.30
29 H 0.568 2.498 2.877  0.31
30 H -1.548 1.808 3.015  0.59
31 H -4.687 1.084 0.963  0.36
32 H -2.256 -0.432 3.383  0.56
33 H -2.884 -1.226 5.607  0.42
34 H -5.167 -0.836 6.477  0.40
35 H -6.815 0.377 5.087  0.40
36 H -6.174 1.212 2.863  0.41
37 N 1.844 -0.406 -3.827  -0.16
38 C 2.135 1.058 -4.056  0.85
39 C 3.026 1.251 -5.260  -1.91
40 P 2.757 1.676 -2.418  0.92
41 O 4.355 1.510 -2.463  -0.60
42 O 2.338 3.092 -2.289  -0.59
43 O 2.184 0.641 -1.480  -0.74
44 P 0.458 1.841 -4.249  0.42
45 O -0.194 0.730 -5.252  -0.60
46 O 0.523 3.150 -4.917  -0.90
47 O -0.198 1.595 -2.908  -0.29
48 H 2.657 -0.984 -4.042  0.42
49 H 1.050 -0.719 -4.394  0.47
50 H 1.627 -0.484 -2.803  -0.17
51 H 4.010 0.806 -5.100  0.45
52 H 3.156 2.319 -5.424  0.40
53 H 2.575 0.831 -6.162  0.47
54 H 4.795 2.355 -2.313  0.40
55 H -0.617 1.163 -6.002  0.36
56 N 0.037 6.945 0.368  -0.67
57 N 0.013 6.086 -0.725  1.20
58 N 0.746 6.298 -1.796  -0.96
59 C 0.416 5.251 -2.538  -0.29
60 N -0.478 4.463 -1.927  -0.09
61 N -0.729 5.039 -0.756  -0.53
62 H 1.000 7.267 0.434  0.34
63 H -0.164 6.355 1.172  0.35
64 H 0.820 5.023 -3.505  0.60
65 C -2.008 -4.862 -1.870  -1.14
66 C -0.515 -4.920 -2.053  1.27
67 C 0.041 -6.081 -2.588  -0.68
68 C 1.402 -6.221 -2.791  -0.72
69 C 2.250 -5.178 -2.451  -0.89
70 C 1.707 -4.020 -1.920  -1.34
71 C 0.335 -3.868 -1.706  0.63
72 Sb -0.050 -1.902 -0.878  1.09
73 C -2.135 -1.979 -0.404  1.97
74 C -2.626 -2.237 0.868  -0.34
75 C -3.990 -2.310 1.115  -1.00
76 C -4.879 -2.075 0.081  -1.09
77 C -4.400 -1.756 -1.181  -1.06
78 C -3.037 -1.701 -1.442  0.29
79 C -2.559 -1.337 -2.822  -1.42
80 C 0.933 -2.330 0.974  0.38
81 C 2.003 -1.465 1.211  -0.47
82 C 2.826 -1.621 2.315  -0.73
83 C 2.572 -2.644 3.212  -0.86
84 C 1.529 -3.522 2.972  -0.78
85 C 0.709 -3.399 1.852  0.80
86 C -0.308 -4.482 1.616  -1.73
87 H -2.452 -5.827 -2.111  0.42
88 H -2.467 -4.116 -2.518  0.16
89 H -2.293 -4.603 -0.850  0.21
90 H -0.621 -6.898 -2.848  0.38
91 H 1.796 -7.138 -3.205  0.37
92 H 3.319 -5.266 -2.587  0.46
93 H 2.386 -3.219 -1.634  0.40
94 H -1.934 -2.393 1.688  0.44
95 H -4.349 -2.532 2.111  0.43
96 H -5.946 -2.129 0.256  0.39
97 H -5.098 -1.546 -1.982  0.42
98 H -3.400 -1.202 -3.501  0.58
99 H -1.919 -2.118 -3.245  0.20
100 H -1.979 -0.409 -2.813  -0.16
101 H 2.192 -0.653 0.518  0.27
102 H 3.652 -0.940 2.477  0.56
103 H 3.194 -2.770 4.087  0.38
104 H 1.355 -4.344 3.656  0.46
105 H 0.176 -5.460 1.667  0.50
106 H -0.777 -4.398 0.640  0.08
107 H -1.096 -4.471 2.371  0.42

Values from the calculation:
Calculated total energy (Ha): -7352.681093
Energy above the lowest of the compared OMol25 structures with the same formula, charge and spin (eV): 0.370
M (g/mol): 1086.31
HOMO energy (alpha / beta) (eV): -8.1 / -8.1
2S+1: 5
Charge: 0


4.
Density functional theory data (ωB97M-V/def2-TZVPD) for a cluster of 2 separate species, C5H7FO in total.

Each line ends with the Mulliken charge.
Positions of all 14 atoms, in Å:
1 C -0.408 -1.554 1.299  -0.77
2 C -0.238 -1.303 0.012  -0.22
3 C 1.045 1.501 0.335  -0.11
4 C 0.359 1.373 -0.937  -0.13
5 C -1.086 -0.522 -0.896  -0.13
6 O 1.691 1.123 -0.926  -0.37
7 F -2.210 -0.116 -0.379  -0.27
8 H 0.488 -2.046 1.746  0.31
9 H -1.074 -0.974 1.993  0.30
10 H 0.472 -1.998 -0.436  0.27
11 H 1.475 2.482 0.633  0.27
12 H 0.794 0.697 1.147  0.10
13 H -0.207 2.019 -1.647  0.30
14 H -1.100 -0.682 -1.944  0.45

Values from the calculation:
Calculated total energy (Ha): -369.619461
Energy above the lowest of the compared OMol25 structures with the same formula, charge and spin (eV): 4.886
M (g/mol): 102.11
HOMO energy (alpha / beta) (eV): -7.7 / -7.7
Charge: 0


5.
Density functional theory data (ωB97M-V/def2-TZVPD) for a structure of composition C17H22Cl3HfN2O3PS2.

Each line ends with the Mulliken charge.
Positions of all 51 atoms, in Å:
1 C -2.752 -0.029 -3.183  -1.27
2 C -1.797 0.649 -2.216  2.05
3 Cl -1.913 2.424 -2.401  -0.14
4 C -0.289 0.300 -2.440  -2.93
5 C 0.473 -0.083 -1.227  1.38
6 C 1.193 0.848 -0.518  -1.13
7 C 1.045 2.272 -0.924  -1.24
8 C -0.181 2.837 -0.130  0.48
9 O -0.941 2.099 0.339  -0.01
10 Cl -0.283 4.630 0.039  -0.02
11 C 2.011 0.547 0.589  0.41
12 P 2.925 1.776 1.485  0.43
13 C 1.762 2.904 2.365  -0.83
14 C 3.972 1.135 2.773  -1.26
15 C 2.144 -0.853 0.901  1.39
16 N 2.939 -1.365 1.853  -0.52
17 S 2.709 -2.950 1.848  0.34
18 N 1.610 -3.072 0.713  -0.48
19 C 1.382 -1.838 0.248  1.59
20 C 0.446 -1.509 -0.790  -0.48
21 C -0.425 -2.479 -1.415  -0.36
22 C -1.193 -3.481 -0.508  -1.02
23 C -2.310 -2.708 0.191  -0.52
24 C -1.690 -1.803 1.217  -0.12
25 S -2.492 -0.325 1.843  1.10
26 O -1.448 0.663 1.826  -0.46
27 O -3.244 -0.680 2.984  -0.53
28 Cl -3.763 0.162 0.366  -0.13
29 H -3.742 -0.081 -2.752  0.36
30 H -2.423 -1.013 -3.488  0.38
31 H -2.833 0.554 -4.091  0.48
32 H -2.084 0.479 -1.187  -1.17
33 H -0.208 -0.487 -3.177  0.81
34 H 0.160 1.166 -2.904  0.71
35 H 0.858 2.423 -1.990  0.63
36 H 2.090 2.745 -0.710  0.13
37 H 1.528 3.832 1.836  0.31
38 H 0.848 2.401 2.662  0.30
39 H 2.310 3.191 3.257  0.42
40 H 4.405 1.981 3.296  0.46
41 H 4.736 0.480 2.381  0.45
42 H 3.352 0.570 3.464  0.49
43 H -1.149 -1.982 -2.035  -0.14
44 H 0.226 -3.077 -2.081  0.48
45 H -0.545 -3.993 0.184  0.49
46 H -1.627 -4.244 -1.140  0.49
47 H -2.919 -2.162 -0.519  0.34
48 H -2.956 -3.452 0.650  0.46
49 H -0.760 -1.371 0.858  -0.63
50 H -1.504 -2.344 2.140  0.57
51 Hf 2.349 4.309 -0.483  1.44

Values from the calculation:
Calculated total energy (Ha): -3560.516663
Energy above the lowest of the compared OMol25 structures with the same formula, charge and spin (eV): 0.000
M (g/mol): 682.33
HOMO energy (eV): -21.2
Charge: +4


Number 1: F_max 3.76 eV/Å. Number 2: F_max 4.87 eV/Å. Number 3: F_max 0.65 eV/Å. Number 4: F_max 4.76 eV/Å. Number 5: F_max 5.82 eV/Å.